This record from the Open Molecules 2025 dataset describes 14 unconnected molecules or ions with the total composition C81H203N13O27. The level of theory is ωB97M-V/def2-TZVPD.

Structure (ORCA input):
```
! RIJCOSX wB97M-V def2-TZVPD def2/J DEFGRID3
* xyz 0 1
O 15.143 22.448 30.250
O 18.145 17.942 27.452
O 15.815 24.202 25.369
O 21.360 21.559 27.811
O 6.983 19.566 26.384
O 9.398 26.182 28.275
O 11.421 19.497 28.480
O 9.976 15.799 29.041
O 13.182 19.959 20.470
O 2.824 20.505 26.859
O 7.383 18.423 32.229
O 2.189 23.522 21.170
O 6.334 22.201 31.360
O 10.033 16.562 20.973
O 7.664 21.655 20.340
O 15.433 14.373 27.650
O 4.484 17.635 20.820
O 16.275 20.993 23.032
O 6.728 23.432 15.415
O 15.335 24.853 21.561
O 10.850 20.089 32.440
O 6.697 24.973 23.922
O 8.573 25.928 19.990
O 3.540 25.706 26.241
O 12.633 26.464 23.929
O 13.835 16.064 23.127
O 9.898 21.147 24.642
N 7.809 18.089 22.041
N 10.297 21.870 27.119
N 15.700 17.171 28.447
N 14.603 21.643 25.092
N 5.775 20.687 28.718
N 18.734 23.221 29.867
N 6.191 24.997 26.934
N 7.007 25.493 17.420
N 12.779 18.630 23.024
N 12.485 24.711 21.713
N 4.147 21.977 19.463
N 4.494 22.962 24.556
N 9.825 17.422 31.528
C 6.539 23.719 23.276
C 5.618 24.171 16.066
C 7.070 21.058 28.322
C 16.600 24.650 22.134
C 15.160 13.097 27.219
C 14.749 23.643 21.170
C 17.253 23.257 29.555
C 14.855 15.213 23.612
C 5.349 18.253 21.716
C 10.071 26.064 29.493
C 6.600 22.292 19.674
C 11.171 20.722 29.142
C 19.139 18.693 26.820
C 2.316 19.164 26.702
C 9.804 15.639 27.641
C 9.701 26.588 20.350
C 7.666 17.061 32.597
C 12.853 19.254 28.294
C 11.064 16.842 30.932
C 13.315 23.994 20.724
C 15.151 22.151 26.364
C 8.998 20.763 23.630
C 5.322 21.508 20.153
C 16.517 22.071 30.243
C 12.362 20.021 19.367
C 12.655 20.594 21.621
C 8.873 21.376 33.384
C 8.922 15.890 21.522
C 6.108 25.515 16.260
C 12.150 25.138 24.117
C 8.310 25.291 28.213
C 9.867 21.108 32.317
C 4.243 26.367 27.280
C 11.918 27.489 24.647
C 5.066 21.759 30.865
C 2.859 21.438 20.081
C 20.855 22.169 28.929
C 5.212 25.374 27.905
C 6.407 22.089 15.263
C 5.917 22.791 24.266
C 3.277 24.418 21.336
C 12.728 24.170 23.094
C 9.711 22.521 24.992
C 17.479 18.780 28.401
C 3.208 17.543 21.345
C 7.446 25.694 27.023
C 6.427 23.609 31.325
C 16.589 17.959 29.287
C 7.383 26.784 17.971
C 11.059 16.648 29.414
C 6.774 18.234 21.048
C 2.531 22.182 21.336
C 14.372 15.057 28.266
C 14.837 20.286 24.835
C 4.008 22.305 25.776
C 8.877 22.367 20.033
C 15.027 23.637 26.412
C 11.009 15.690 20.483
C 12.018 17.559 23.597
C 8.773 16.391 31.735
C 14.804 16.256 29.164
C 12.933 16.526 24.153
C 7.500 18.384 25.810
C 7.525 25.870 23.266
C 3.285 20.938 25.531
C 11.283 21.921 28.204
C 5.003 21.765 29.326
C 16.171 20.079 24.119
C 7.741 19.960 27.557
C 22.365 20.651 28.090
C 10.694 22.778 26.078
C 14.459 21.664 31.194
C 11.902 19.653 22.517
C 8.175 16.703 22.471
C 16.112 25.592 25.470
C 17.251 20.672 22.088
C 10.575 22.484 32.045
C 19.397 22.582 28.646
C 6.790 18.531 30.951
C 2.898 26.637 25.310
C 7.518 26.721 19.481
H 7.031 18.346 24.765
H 22.019 19.577 28.162
H 9.162 21.271 22.677
H 1.837 18.978 27.631
H 8.585 18.433 25.642
H 18.793 19.648 26.465
H 14.585 21.650 27.184
H 11.487 20.203 23.309
H 7.642 25.377 29.074
H 3.572 26.614 28.191
H 5.276 26.127 16.443
H 4.144 24.102 20.745
H 9.366 21.820 34.221
H 13.448 16.913 25.011
H 12.302 21.999 27.893
H 7.980 20.916 23.976
H 12.368 24.693 25.095
H 11.287 22.884 32.772
H 13.874 16.699 29.607
H 7.751 26.597 24.022
H 9.222 14.925 21.937
H 10.380 19.184 32.384
H 6.799 17.399 20.297
H 2.661 18.484 21.436
H 15.269 23.032 20.427
H 14.984 22.179 24.326
H 8.371 20.446 33.769
H 19.304 23.314 27.745
H 14.625 21.967 32.203
H 6.525 23.305 19.968
H 7.140 21.910 27.656
H 13.992 23.925 26.250
H 11.026 25.160 24.000
H 16.224 21.871 26.576
H 6.734 16.553 32.602
H 4.243 22.341 31.268
H 5.119 19.267 21.950
H 14.763 19.687 25.755
H 6.153 24.102 30.333
H 9.902 23.097 24.054
H 13.527 20.988 22.143
H 11.884 20.838 29.944
H 7.325 21.661 14.845
H 13.346 24.572 19.791
H 17.254 24.075 21.435
H 9.498 27.412 21.126
H 8.368 25.351 22.772
H 16.931 21.930 31.252
H 17.177 17.249 29.851
H 10.477 25.047 29.544
H 11.121 14.710 20.997
H 11.968 21.433 21.338
H 11.008 19.237 22.077
H 7.470 23.395 22.820
H 8.011 17.086 33.584
H 10.859 27.464 24.326
H 6.531 25.818 15.304
H 5.504 20.439 20.005
H 18.818 21.674 28.347
H 12.064 16.182 29.064
H 2.689 17.015 20.582
H 1.633 21.731 21.790
H 7.120 17.461 26.367
H 19.148 24.175 29.934
H 5.268 22.743 28.988
H 20.006 18.935 27.538
H 13.780 24.022 23.304
H 5.649 21.921 14.464
H 12.409 28.421 24.343
H 11.388 17.867 24.438
H 16.309 16.608 27.808
H 4.108 21.615 18.507
H 4.340 23.954 24.654
H 22.954 20.926 28.986
H 5.288 23.618 16.980
H 4.853 22.188 26.475
H 14.640 22.941 21.990
H 1.663 19.002 25.822
H 12.474 20.975 18.907
H 16.815 24.175 29.979
H 16.665 21.105 29.664
H 5.319 20.383 27.856
H 9.185 19.707 23.412
H 8.770 20.237 27.326
H 16.066 18.496 30.065
H 4.016 20.172 25.178
H 5.878 23.842 22.450
H 8.669 16.830 23.457
H 13.878 14.313 28.830
H 21.483 23.082 29.088
H 7.727 27.775 19.797
H 2.913 20.394 20.225
H 3.158 18.503 26.572
H 14.427 14.268 23.994
H 5.884 24.938 25.970
H 16.276 25.916 26.491
H 6.359 22.937 25.229
H 11.662 22.655 25.742
H 15.569 15.016 22.838
H 6.784 19.574 30.693
H 2.067 21.687 19.357
H 3.942 21.568 29.064
H 23.052 20.663 27.241
H 8.187 15.623 20.749
H 18.233 19.210 29.090
H 12.064 27.379 25.697
H 5.304 21.642 21.229
H 10.872 15.451 19.386
H 8.105 22.121 32.963
H 10.232 20.557 29.598
H 10.858 26.843 29.528
H 14.718 12.477 28.051
H 14.054 19.878 24.180
H 4.692 24.097 15.387
H 7.338 26.761 27.113
H 15.295 24.066 27.374
H 11.984 16.170 20.580
H 15.283 26.186 25.054
H 8.265 27.186 17.513
H 13.634 15.383 27.490
H 13.425 21.740 31.008
H 2.398 21.054 24.938
H 9.702 21.944 20.626
H 8.621 18.638 21.929
H 12.964 23.059 20.402
H 11.152 22.389 31.087
H 12.613 19.203 18.663
H 7.013 19.131 20.452
H 11.270 19.921 19.611
H 7.771 24.900 17.181
H 10.769 15.722 27.151
H 17.251 21.365 21.209
H 2.009 27.021 25.759
H 8.561 15.920 30.796
H 3.651 27.384 25.070
H 12.171 23.229 23.250
H 9.258 16.483 27.212
H 3.109 17.006 22.267
H 16.923 19.615 27.888
H 8.737 23.388 20.319
H 4.632 24.533 28.229
H 17.041 19.668 21.740
H 13.292 18.192 22.292
H 11.448 15.977 31.560
H 16.118 12.595 27.031
H 13.245 19.432 27.290
H 6.067 21.790 23.823
H 9.439 18.197 30.946
H 6.712 22.310 18.571
H 15.362 15.667 24.496
H 7.621 21.357 29.181
H 2.716 26.050 24.461
H 5.699 18.236 30.918
H 8.712 24.239 28.137
H 10.882 17.539 28.809
H 10.233 27.155 19.512
H 17.031 25.721 24.838
H 13.571 19.778 28.936
H 7.241 16.134 22.641
H 10.450 25.910 20.661
H 17.088 23.352 28.434
H 8.713 22.749 25.267
H 7.347 17.882 30.170
H 12.930 25.642 21.758
H 17.024 20.322 24.803
H 12.922 18.191 28.509
H 7.861 19.121 28.243
H 10.589 23.795 26.526
H 9.084 22.280 18.966
H 6.150 21.540 16.192
H 6.642 27.543 17.743
H 3.477 24.512 22.420
H 11.865 17.608 31.000
H 16.616 24.054 23.013
H 9.232 14.709 27.482
H 3.239 22.147 22.122
H 12.339 15.682 24.428
H 4.977 20.688 31.171
H 9.304 26.335 30.261
H 6.884 26.324 22.421
H 10.460 20.982 26.660
H 7.922 25.609 26.044
H 17.021 25.653 22.260
H 9.752 23.175 31.738
H 3.297 22.984 26.284
H 18.310 20.578 22.529
H 20.891 21.499 29.759
H 6.610 26.351 19.970
H 5.838 24.004 32.128
H 11.343 17.121 22.835
H 9.232 15.674 32.351
H 5.721 25.801 28.812
H 3.045 25.429 21.023
H 9.362 21.023 31.295
H 11.070 22.756 28.817
H 19.378 18.181 25.896
H 4.750 27.313 26.945
H 15.398 15.878 30.101
H 7.431 23.892 31.573
H 14.690 20.585 31.026
H 5.342 17.700 22.611
H 14.479 13.028 26.384
H 16.208 19.070 23.680
*
```

Properties
gap between HOMO and LUMO = 8.699 eV
ΔE to the lowest compared entry with this formula, charge and spin = 19.3 kcal/mol
total energy = -5950.48669 hartree
E_LUMO = 0.624 eV